# C96H141Br18N15O18

A structure of composition C96H141Br18N15O18 (ωB97M-V/def2-TZVPD, the Open Molecules 2025 dataset).

Atoms and positions in Å:
C (-7.6080, -2.8110, 4.3851)
C (-6.7759, -1.8586, 3.8552)
C (-7.3028, -0.8466, 3.0366)
C (-8.6535, -0.8131, 2.8519)
C (-9.5309, -1.7110, 3.4786)
C (-8.9680, -2.7352, 4.2039)
N (-9.3463, 0.2904, 2.0983)
O (-8.7018, 1.0829, 1.4385)
O (-10.5275, 0.3982, 2.2473)
H (-7.1816, -3.5403, 5.0893)
H (-5.7309, -1.8610, 3.9842)
H (-6.7352, -0.0537, 2.5951)
H (-10.5941, -1.6055, 3.3611)
H (-9.6116, -3.3787, 4.7596)
C (-0.4561, -4.9359, 0.3000)
C (-1.4323, -5.6668, -0.3709)
C (-2.4078, -6.3538, 0.4088)
C (-2.3360, -6.1958, 1.7835)
C (-1.3716, -5.4996, 2.4530)
C (-0.4618, -4.7946, 1.7176)
N (-3.2297, -7.0546, 2.6303)
O (-3.0204, -6.9637, 3.7976)
O (-3.9966, -7.8558, 2.1272)
H (0.3760, -4.4959, -0.3658)
H (-1.4973, -5.7329, -1.4389)
H (-3.1914, -6.9252, -0.0374)
H (-1.2982, -5.4062, 3.5052)
H (0.2618, -4.2109, 2.2659)
C (-3.5433, -2.6468, 6.2767)
C (-3.6226, -3.6101, 5.2539)
C (-4.3529, -4.7847, 5.4408)
C (-4.9205, -4.9755, 6.6777)
C (-4.7428, -4.1358, 7.7476)
C (-3.9422, -3.0017, 7.5596)
N (-5.5410, -6.3139, 6.9372)
O (-5.9489, -6.5703, 8.0212)
O (-5.5778, -7.0688, 6.0122)
H (-3.0812, -1.6728, 6.0722)
H (-3.2880, -3.3871, 4.2315)
H (-4.3503, -5.5379, 4.7217)
H (-5.0323, -4.3598, 8.7588)
H (-3.7164, -2.4145, 8.4435)
C (-6.8064, -6.0984, -0.8301)
C (-5.8322, -5.5549, -1.6855)
C (-4.9252, -4.6344, -1.3080)
C (-4.8810, -4.3787, 0.0679)
C (-5.8753, -4.7831, 0.9717)
C (-6.7732, -5.7250, 0.5021)
N (-3.8946, -3.3706, 0.5238)
O (-3.2174, -2.7884, -0.2568)
O (-3.8071, -3.1739, 1.6983)
H (-7.5467, -6.8233, -1.1750)
H (-5.9360, -5.7997, -2.7070)
H (-4.2470, -4.1885, -2.0078)
H (-5.8106, -4.5643, 2.0410)
H (-7.5577, -6.1305, 1.1786)
C (2.7938, 3.7831, -3.5667)
C (3.9440, 3.2467, -3.0443)
C (5.1239, 3.3788, -3.7781)
C (5.1384, 3.9861, -5.0015)
C (3.9507, 4.5766, -5.5287)
C (2.7552, 4.4210, -4.8110)
N (6.3861, 4.1584, -5.7120)
O (7.3770, 3.6403, -5.2327)
O (6.4065, 4.8175, -6.7308)
H (1.9045, 3.6765, -2.9382)
H (4.0584, 2.6702, -2.1619)
H (6.0711, 3.0709, -3.3980)
H (4.0185, 5.0139, -6.5190)
H (1.8497, 4.8415, -5.2219)
C (1.2290, -1.4101, -5.0348)
C (2.2249, -2.2828, -5.4467)
C (3.4874, -1.8748, -5.8203)
C (3.6434, -0.4901, -5.9161)
C (2.6544, 0.4502, -5.6430)
C (1.4400, -0.0323, -5.1283)
N (4.9446, -0.0020, -6.3991)
O (5.8856, -0.7398, -6.5875)
O (4.9057, 1.1828, -6.6720)
H (0.3324, -1.8529, -4.6872)
H (2.0070, -3.3414, -5.2781)
H (4.3057, -2.4983, -6.0875)
H (2.8399, 1.4922, -5.8376)
H (0.7219, 0.7108, -4.9292)
C (-3.6451, -2.8014, -5.2612)
C (-2.8164, -3.4580, -6.1921)
C (-1.7015, -4.0897, -5.6863)
C (-1.4226, -4.0255, -4.3426)
C (-2.2520, -3.3910, -3.4490)
C (-3.3938, -2.8018, -3.9109)
N (-0.0852, -4.5336, -3.9385)
O (0.2718, -4.3349, -2.7975)
O (0.5940, -5.0375, -4.7828)
H (-4.6263, -2.3576, -5.6288)
H (-3.0401, -3.5633, -7.2658)
H (-0.9974, -4.6394, -6.2791)
H (-1.9002, -3.1926, -2.4512)
H (-4.1127, -2.2008, -3.3461)
C (7.8418, 8.2438, 4.8033)
C (7.6108, 7.4129, 3.7259)
C (6.8723, 6.2593, 3.9140)
C (6.4246, 5.8775, 5.1304)
C (6.6941, 6.6117, 6.2449)
C (7.4202, 7.7851, 6.0730)
N (5.6585, 4.6180, 5.3444)
O (5.6790, 4.1273, 6.4344)
O (5.1002, 4.1536, 4.3961)
H (8.3706, 9.1856, 4.7958)
H (7.8094, 7.7330, 2.7322)
H (6.5754, 5.7251, 3.0084)
H (6.2498, 6.3276, 7.1465)
H (7.6015, 8.4516, 6.9179)
C (-2.9194, 6.4733, -7.8228)
C (-2.0908, 5.9330, -8.8189)
C (-1.2057, 4.9595, -8.4163)
C (-1.3028, 4.3825, -7.1391)
C (-2.0947, 4.9638, -6.1424)
C (-2.9119, 6.0026, -6.5112)
N (-0.2803, 3.4068, -6.7540)
O (0.0395, 3.2810, -5.5961)
O (0.1821, 2.7534, -7.6718)
H (-3.5457, 7.3795, -7.9389)
H (-2.0190, 6.3149, -9.8522)
H (-0.6212, 4.4691, -9.1731)
H (-2.0134, 4.6708, -5.1180)
H (-3.6630, 6.4814, -5.9030)
C (0.8876, -1.3383, -8.8712)
Br (1.3397, -3.2777, -9.0797)
Br (-1.0740, -1.0337, -8.9839)
Br (1.9210, -0.1295, -9.9823)
H (1.1643, -1.1032, -7.8004)
C (-2.0001, 2.8695, -0.0600)
Br (-1.5083, 3.5714, 1.6922)
Br (-1.1927, 3.8347, -1.5422)
Br (-3.9225, 2.8527, -0.3296)
H (-1.6241, 1.8642, -0.1271)
C (2.1828, 3.3214, 5.2603)
Br (1.7341, 1.9418, 6.5613)
Br (2.1028, 5.1133, 6.0133)
Br (1.2244, 3.1374, 3.5510)
H (3.2563, 3.2578, 4.9624)
C (-4.3166, 1.7907, 5.3294)
Br (-2.4141, 1.1401, 5.0420)
Br (-5.2507, 0.5468, 6.6242)
Br (-5.1486, 2.2739, 3.6918)
H (-4.1846, 2.7040, 5.8649)
C (-4.5331, 1.9038, -6.7117)
Br (-2.9668, 0.8515, -6.2706)
Br (-6.2501, 0.9905, -6.5046)
Br (-4.4253, 2.6218, -8.5692)
H (-4.5755, 2.8409, -6.0730)
C (4.5191, -4.1249, 1.3939)
Br (3.0727, -2.8018, 0.9823)
Br (5.2304, -3.9172, 3.2585)
Br (6.0119, -3.9679, 0.1766)
H (4.1390, -5.1179, 1.3515)
C (2.9218, -0.3101, 3.4598)
C (4.2883, 0.4054, 3.3435)
N (5.3197, -0.0919, 4.2092)
C (5.2811, 0.3774, 5.5754)
C (5.7454, -0.7496, 6.4654)
C (6.6892, 0.0088, 3.6550)
C (7.3043, 1.4264, 3.5885)
H (2.2914, 0.0744, 4.2487)
H (3.0530, -1.3854, 3.5917)
H (2.3965, -0.0790, 2.5580)
H (4.6010, 0.0726, 2.3284)
H (4.2434, 1.5208, 3.2507)
H (5.8182, 1.2956, 5.7797)
H (4.2317, 0.6906, 5.7952)
H (5.3436, -0.7262, 7.5153)
H (5.3482, -1.6836, 6.0579)
H (6.8284, -0.9163, 6.4972)
H (6.6668, -0.4026, 2.6331)
H (7.3385, -0.6975, 4.1696)
H (7.5421, 1.7415, 4.6813)
H (6.6633, 2.2233, 3.2149)
H (8.2731, 1.4656, 3.1005)
C (0.0844, -2.5249, 4.8699)
C (1.0343, -3.7721, 4.9652)
N (0.3457, -5.0426, 5.1894)
C (-0.1835, -5.0593, 6.5489)
C (-0.9927, -6.2505, 6.9369)
C (1.2099, -6.1715, 4.9057)
C (2.3407, -6.3764, 5.8773)
H (0.6852, -1.6577, 4.5519)
H (-0.5012, -2.3122, 5.7860)
H (-0.6628, -2.7908, 4.1086)
H (1.5708, -3.8281, 3.9960)
H (1.8940, -3.6172, 5.6725)
H (0.6616, -4.9728, 7.2977)
H (-0.8260, -4.1430, 6.6106)
H (-1.9181, -6.2349, 6.3849)
H (-0.4570, -7.1795, 6.7917)
H (-1.2626, -6.0543, 7.9689)
H (1.4873, -6.0627, 3.8198)
H (0.5447, -7.0881, 4.9685)
H (2.0439, -6.7682, 6.8338)
H (2.8979, -5.4132, 6.0122)
H (3.0410, -7.0817, 5.4877)
C (3.8871, 5.8156, -0.5836)
C (2.3367, 6.0584, -0.6180)
N (2.0076, 7.1924, -1.4447)
C (2.4688, 8.4900, -0.9259)
C (1.7364, 8.9043, 0.3425)
C (0.5949, 7.1848, -1.8680)
C (0.3184, 6.6266, -3.2157)
H (4.1077, 4.8170, -0.1333)
H (4.3743, 6.4837, 0.1405)
H (4.4466, 5.8477, -1.5170)
H (1.9127, 5.1841, -1.1031)
H (1.9570, 6.0911, 0.3972)
H (3.5318, 8.5516, -0.8089)
H (2.1708, 9.1333, -1.7368)
H (1.9279, 8.1734, 1.1224)
H (2.0448, 9.9232, 0.6981)
H (0.6533, 8.9647, 0.2064)
H (0.2649, 8.2153, -1.8276)
H (-0.1199, 6.7473, -1.1270)
H (0.7972, 7.2157, -3.9739)
H (-0.7475, 6.6769, -3.4033)
H (0.6966, 5.6032, -3.3515)
C (-8.1273, -2.0159, -4.1414)
C (-6.8075, -1.5601, -3.5080)
N (-7.0973, -0.4737, -2.5846)
C (-8.0290, -0.8881, -1.5259)
C (-7.5065, -1.9083, -0.5428)
C (-5.9911, 0.2739, -2.1126)
C (-4.9613, 0.6959, -3.1613)
H (-8.7381, -2.6655, -3.5779)
H (-7.8186, -2.4887, -5.1151)
H (-8.7473, -1.1603, -4.3849)
H (-6.2467, -2.3585, -2.9765)
H (-6.0400, -1.2200, -4.2250)
H (-8.3034, 0.0179, -0.9764)
H (-8.9657, -1.2562, -1.9135)
H (-6.6732, -1.5656, 0.0427)
H (-8.3161, -2.0922, 0.1727)
H (-7.2313, -2.8807, -1.0369)
H (-5.4614, -0.2394, -1.2889)
H (-6.4320, 1.1651, -1.7151)
H (-4.4956, -0.1784, -3.5923)
H (-4.2255, 1.2531, -2.6582)
H (-5.4691, 1.3300, -3.8687)
C (1.6964, 1.8449, 0.2096)
C (0.9030, 0.6124, 0.6126)
N (-0.3318, 0.3748, -0.1435)
C (-1.1356, -0.6447, 0.4804)
C (-1.6206, -0.3174, 1.9081)
C (-0.0385, -0.1081, -1.4783)
C (-1.2322, -0.1261, -2.4386)
H (1.1757, 2.7969, 0.3387)
H (1.9305, 1.7234, -0.8438)
H (2.6793, 1.8859, 0.7580)
H (1.6055, -0.2482, 0.6411)
H (0.6038, 0.7960, 1.6749)
H (-2.0207, -0.8295, -0.1225)
H (-0.5960, -1.6097, 0.3873)
H (-0.7276, -0.1626, 2.5707)
H (-2.1693, 0.5989, 1.9179)
H (-2.1279, -1.2097, 2.3471)
H (0.3403, -1.1552, -1.2765)
H (0.7270, 0.4071, -2.0394)
H (-1.5913, 0.8639, -2.5415)
H (-2.0770, -0.7284, -2.0821)
H (-0.8891, -0.3677, -3.4355)
C (4.1419, -0.7290, -2.2154)
C (5.1057, -0.2084, -1.0919)
N (6.0306, 0.7426, -1.6874)
C (6.9373, -0.1247, -2.4582)
C (8.0387, 0.6688, -3.2384)
C (6.7376, 1.4258, -0.5853)
C (6.0005, 2.6040, 0.0253)
H (3.4231, -1.4295, -1.7868)
H (4.6802, -1.3295, -2.9529)
H (3.5883, 0.0958, -2.6109)
H (4.5399, 0.2812, -0.3050)
H (5.7174, -0.9840, -0.6807)
H (7.4521, -0.7709, -1.6709)
H (6.3717, -0.7710, -3.1461)
H (8.5983, 0.0677, -3.9553)
H (7.6076, 1.5065, -3.7731)
H (8.7642, 1.0920, -2.5642)
H (7.6914, 1.8093, -0.9766)
H (6.9760, 0.7630, 0.2551)
H (5.0645, 2.2443, 0.4857)
H (5.8066, 3.3611, -0.7432)
H (6.6785, 3.0068, 0.8066)

Properties
HOMO-LUMO gap = 7.421 eV
HOMO level = -8.3 eV
LUMO level = -0.840 eV